Formula: C5H6N2O
Source: the OMol25 dataset
Level of theory: ωB97M-V/def2-TZVPD

* total charge: 0
* E_tot: -378.785710 hartree
* energy above the lowest of the compared OMol25 structures with the same formula, charge and spin: 2.3193 eV
* structure (SMILES): C#C/C(N)=C/C(N)=O
* Kohn-Sham gap: 9.38 eV
* F_max: 4.6 eV/A
* HOMO: -0.343 hartree

XYZ file:
```
14
Properties=species:S:1:pos:R:3:forces:R:3
C 3.28275 -0.84158 -0.10777 -2.55 1.54 0.09
C 2.22227 -0.26144 -0.08912 -0.02 -1.10 0.29
C 0.86300 0.22614 0.03255 0.14 3.07 -0.56
N 0.79558 1.72510 0.02381 0.28 -2.81 -0.68
C -0.19332 -0.58482 0.10511 1.48 -0.02 0.84
C -1.64892 -0.32384 0.04578 -1.28 -4.41 -0.74
N -2.21099 0.87206 -0.22827 -1.38 1.13 1.15
O -2.35952 -1.37514 0.02699 1.33 2.55 0.34
H 4.14951 -1.33766 0.09767 1.86 -0.90 0.02
H 1.75659 1.95538 -0.21716 -0.38 0.86 0.44
H 0.54818 1.98688 0.96405 0.28 0.46 0.21
H 0.22473 -1.57295 0.33085 -1.40 -0.18 -0.49
H -1.79108 1.68745 0.22302 -0.11 -0.30 -0.59
H -3.25857 0.81516 -0.10248 1.74 0.12 -0.33
```
Forces are in eV/Å.

Formula: C20H30O7
Source: the OMol25 dataset
Level of theory: ωB97M-V/def2-TZVPD

* total charge: 0
* E_tot: -1306.655251 hartree
* energy above the lowest of the compared OMol25 structures with the same formula, charge and spin: 1.4880 eV
* structure (SMILES): COCc1ccc2c(c1)C(=O)C=CC2=O.COCCOC.COCCOC
* Kohn-Sham gap: 7.98 eV
* F_max: 0.3 eV/A
* HOMO: -0.340 hartree

XYZ file:
```
57
Properties=species:S:1:pos:R:3:forces:R:3
C -1.71123 0.97368 -2.33497 -0.04 0.13 0.01
O -1.69757 -0.43892 -2.36966 -0.15 -0.02 0.00
C -0.41341 -0.98870 -2.20562 0.18 -0.18 -0.04
C 0.17364 -0.74713 -0.83736 -0.21 -0.14 0.14
C -0.24551 -1.51221 0.25438 0.11 0.09 -0.08
C 0.25073 -1.27198 1.52451 -0.20 -0.04 -0.19
C 1.16424 -0.24717 1.72524 0.00 0.08 -0.06
C 1.59463 0.51523 0.63856 -0.07 -0.04 0.06
C 1.09624 0.26124 -0.63276 0.13 0.12 0.01
C 2.56800 1.62436 0.82059 -0.13 -0.03 -0.12
O 2.96254 2.27100 -0.12753 0.18 0.11 0.16
C 3.02428 1.91489 2.19966 -0.01 -0.14 0.08
C 2.61590 1.18240 3.23515 0.03 0.19 -0.04
C 1.66163 0.05240 3.09297 0.16 -0.13 0.10
O 1.33003 -0.58874 4.06894 -0.05 0.07 -0.12
H -1.53599 1.35630 -1.32489 0.05 0.00 0.03
H -2.70119 1.28937 -2.65392 -0.04 -0.01 -0.02
H -0.95979 1.40727 -3.00339 0.01 -0.04 0.01
H 0.27029 -0.59982 -2.97031 0.01 0.06 -0.02
H -0.52705 -2.06081 -2.36678 -0.01 -0.02 -0.03
H -0.96821 -2.30457 0.10551 -0.02 -0.02 -0.02
H -0.08771 -1.87125 2.35276 0.04 -0.10 0.20
H 1.42940 0.88002 -1.45749 0.01 0.01 -0.02
H 3.71491 2.74046 2.31088 0.02 0.02 -0.01
H 2.95238 1.38327 4.24399 0.00 -0.02 0.03
C 1.33330 5.22764 -5.63422 0.03 0.02 0.01
O 2.41207 5.12045 -4.72564 -0.01 -0.07 -0.02
C 2.00890 5.02208 -3.36915 0.02 0.06 -0.07
C 2.03254 3.59866 -2.86069 -0.05 -0.02 0.04
O 1.09395 2.76797 -3.53529 -0.01 0.01 -0.02
C 1.66762 1.98188 -4.56238 0.00 0.00 0.02
H 1.73672 5.08878 -6.63598 0.02 0.02 0.01
H 0.57114 4.46705 -5.44833 -0.01 0.00 0.00
H 0.87036 6.21895 -5.57571 -0.03 -0.01 0.01
H 1.00849 5.44823 -3.23868 -0.02 0.00 0.00
H 2.70869 5.61589 -2.77396 -0.01 -0.01 0.01
H 1.77336 3.59477 -1.80030 0.02 0.00 -0.02
H 3.03989 3.18244 -2.95305 0.01 0.00 0.01
H 2.27445 1.17083 -4.14198 0.03 0.02 -0.01
H 2.29213 2.58131 -5.22815 0.01 -0.01 -0.01
H 0.85030 1.54721 -5.13685 -0.02 -0.02 0.02
C -4.59852 -4.27381 3.36751 0.00 -0.01 0.01
O -3.90727 -5.05013 4.32789 0.04 0.06 0.02
C -2.73426 -5.66708 3.82771 -0.09 -0.04 0.02
C -1.48125 -4.90131 4.19208 0.13 0.03 -0.06
O -1.44442 -3.61688 3.59260 -0.12 0.00 -0.05
C -1.82979 -2.57162 4.46954 0.07 0.06 0.05
H -5.34903 -3.69193 3.89970 -0.01 -0.03 0.01
H -3.92714 -3.59183 2.84059 0.00 0.00 -0.01
H -5.10304 -4.91568 2.63703 0.02 0.01 -0.02
H -2.79698 -5.78022 2.74023 0.01 0.00 -0.02
H -2.67481 -6.66723 4.26741 0.01 0.00 -0.01
H -0.61165 -5.45899 3.83114 0.00 -0.01 0.01
H -1.39845 -4.81543 5.27990 -0.01 0.00 0.02
H -1.02164 -2.34269 5.17106 -0.02 0.01 0.02
H -2.73542 -2.82169 5.02589 -0.01 -0.03 -0.02
H -2.02140 -1.68825 3.86165 0.03 0.01 -0.01
```
Forces are in eV/Å.

Formula: ClN2O3P
Source: the OMol25 dataset
Level of theory: ωB97M-V/def2-TZVPD

* total charge: 0
* E_tot: -1136.605708 hartree
* energy above the lowest of the compared OMol25 structures with the same formula, charge and spin: 0.5522 eV
* Kohn-Sham gap (alpha / beta): 7.86 / 7.85 eV
* F_max: 2.9 eV/A
* HOMO (alpha / beta): -0.342 / -0.342 hartree

XYZ file:
```
7
Properties=species:S:1:pos:R:3:forces:R:3
N 0.46625 0.88125 0.47064 0.51 0.08 -0.19
N 1.27433 -1.01402 -1.01468 0.57 -0.09 1.49
O 1.26020 0.17045 1.12443 -0.63 0.71 1.65
O 1.88570 -1.07418 -0.06542 -0.79 -0.46 -2.70
O -1.74762 1.59039 -0.75069 -0.62 0.57 -0.66
P -0.99920 0.53692 -0.11127 0.63 -0.96 0.42
Cl -2.13967 -1.09080 0.34698 0.33 0.15 -0.01
```
Forces are in eV/Å.

Formula: C29H46BrN3P2Zn
Source: the OMol25 dataset
Level of theory: ωB97M-V/def2-TZVPD

* total charge: +2
* E_tot: -6332.319452 hartree
* energy above the lowest of the compared OMol25 structures with the same formula, charge and spin: 4.7778 eV
* Kohn-Sham gap (alpha / beta): 5.20 / 5.85 eV
* F_max: 1.9 eV/A
* HOMO (alpha / beta): -0.486 / -0.490 hartree

XYZ file:
```
82
Properties=species:S:1:pos:R:3:forces:R:3
N -5.82557 -1.83146 4.21032 -0.48 -0.34 0.39
C -4.76858 -1.20364 4.72389 0.13 0.12 -0.77
C -4.08401 -0.22000 4.00679 -0.50 0.09 -0.33
C -4.56490 0.16802 2.73089 -1.10 -1.01 1.00
C -5.65597 -0.55797 2.19788 0.01 -0.01 0.52
C -6.28103 -1.52911 2.99674 0.80 0.60 -0.45
C -3.95880 1.25345 2.00468 0.46 0.35 -1.48
Zn 0.34034 0.58305 -0.96649 0.12 -0.67 1.22
P 3.32519 0.18552 -1.58176 1.45 0.21 -0.17
C -4.47160 1.75020 0.83319 -0.83 -0.12 1.01
C -3.62474 2.33909 -0.16922 1.08 -0.30 0.75
C -3.56311 1.76060 -1.46134 0.92 -0.04 -0.55
C -2.27723 1.53378 -1.98334 -1.88 0.20 -0.23
C -1.18838 1.81711 -1.17241 -0.50 1.34 -0.49
C -1.27397 2.90341 -0.29574 -1.20 0.84 0.72
C -2.52665 3.12769 0.28392 1.14 -0.16 -0.60
Br 1.26574 1.67720 -2.83386 0.45 0.38 -0.52
H -2.94316 1.47627 2.34625 -0.18 0.27 -0.38
H -5.50728 1.51406 0.58495 0.30 -0.17 -0.12
H -3.21398 0.24891 4.45539 -0.09 0.15 -0.10
H -6.00986 -0.38027 1.17838 0.05 -0.04 0.46
H -4.44186 -1.50436 5.72654 -0.18 0.09 -0.43
H -7.15289 -2.06695 2.60477 0.38 0.09 0.36
H -4.45971 1.39393 -1.96797 0.31 0.00 0.27
H -2.67607 3.80712 1.12522 0.13 -0.25 -0.22
H -2.13883 1.09227 -2.96978 -0.14 -0.07 0.40
H -0.39184 3.49859 -0.03893 -0.46 -0.33 0.01
P -0.56007 -1.60834 -0.88778 0.09 -0.90 -0.23
C 4.08916 1.81568 -0.97012 -0.70 -0.38 -0.26
C 4.89576 2.64696 -1.94561 0.44 0.65 -0.43
H 4.71128 1.56046 -0.10469 -0.23 -0.18 -0.16
H 3.23878 2.39272 -0.58829 0.06 -0.12 -0.15
H 4.99340 3.67036 -1.56058 0.04 -0.28 0.06
H 5.91169 2.25080 -2.07735 -0.31 0.02 -0.02
H 4.44536 2.75405 -2.93788 -0.05 0.09 0.50
C 3.58848 -0.47915 -3.32255 -0.14 0.03 0.30
C 4.44007 0.37049 -4.26508 0.33 0.44 -0.63
H 2.58050 -0.56483 -3.75532 0.32 -0.13 0.35
H 4.02975 -1.48951 -3.22528 -0.34 0.42 0.18
H 4.02486 0.32626 -5.27839 0.05 -0.06 0.22
H 4.49135 1.42906 -3.99876 -0.17 -0.54 -0.21
H 5.47254 0.01677 -4.34481 -0.16 -0.03 0.22
C 4.30113 -0.95888 -0.53495 -0.30 -0.53 0.42
C 5.77867 -0.84173 -0.89612 0.54 0.24 -0.21
H 3.98307 -1.99574 -0.70762 0.03 0.48 0.15
H 4.12255 -0.67324 0.51985 0.04 -0.35 -0.42
H 6.33293 -1.71318 -0.52131 -0.22 0.21 -0.09
H 5.92594 -0.79488 -1.98600 0.07 -0.07 0.32
H 6.23432 0.04956 -0.45443 -0.03 -0.14 -0.14
C 0.29980 -2.98187 -0.00808 -0.08 -0.09 0.17
C 1.81330 -3.00446 -0.20453 -0.02 -0.08 0.15
H -0.15224 -3.91880 -0.38496 0.11 0.37 0.26
H 0.07646 -2.91390 1.07138 0.03 -0.16 -0.52
H 2.21620 -3.93551 0.21149 -0.01 0.16 -0.18
H 2.09542 -2.95012 -1.26541 -0.07 -0.04 0.23
H 2.29857 -2.18334 0.33940 -0.33 -0.17 -0.16
C -0.62993 -2.28164 -2.60223 0.19 -0.04 0.18
C -1.68735 -1.64795 -3.50471 0.00 -0.10 -0.29
H -0.80131 -3.36543 -2.49402 0.02 0.31 -0.14
H 0.37849 -2.14324 -3.02496 -0.29 -0.11 0.03
H -1.62688 -2.11341 -4.49594 -0.08 0.13 0.20
H -2.70212 -1.81432 -3.12442 0.22 0.08 -0.10
H -1.53709 -0.57107 -3.64227 0.09 -0.35 0.02
C -2.29831 -1.69888 -0.28871 -0.19 0.32 -0.18
C -2.52845 -2.25316 1.11846 -0.07 -0.03 0.15
H -2.84802 -2.29766 -1.03259 0.18 0.13 0.27
H -2.69385 -0.67347 -0.34997 -0.03 -0.31 -0.05
H -3.59998 -2.46163 1.22868 0.27 0.01 0.08
H -1.97885 -3.18616 1.29493 -0.29 0.22 -0.01
H -2.26596 -1.52566 1.90064 0.03 -0.23 -0.23
C 0.99228 2.75560 4.21771 0.25 0.62 0.55
N 0.79458 1.80477 3.14840 0.07 -0.59 -0.76
C 0.61050 0.44348 3.29406 -0.17 0.26 -0.08
C 0.46395 -0.06487 2.04706 0.36 0.50 -0.35
N 0.60780 0.95674 1.12624 0.35 0.23 -0.28
C 0.80330 2.07864 1.81761 -0.07 -0.95 0.76
H 0.35463 2.49993 5.07222 0.12 0.11 -0.31
H 2.03896 2.77142 4.55371 -0.32 -0.09 -0.15
H 0.73311 3.75444 3.84859 0.01 -0.25 0.20
H 0.59094 -0.07885 4.23234 -0.02 0.25 0.24
H 0.28892 -1.08273 1.74450 0.05 0.11 0.09
H 0.93036 3.08292 1.42946 0.07 -0.34 0.13
```
Forces are in eV/Å.